#1
Density functional theory data (the ωB97M-V functional and the def2-TZVPD basis) for 2 unconnected molecules or ions with the total composition C2H3ClNOP.

Each line ends with the Mulliken charge.
Element x y z (Å)
1 C 1.486 1.119 -0.054  0.253
2 C -2.039 -0.163 0.270  -0.895
3 N 1.193 2.115 0.413  -0.275
4 O 2.286 -0.459 -2.001  -0.420
5 P 1.489 -0.529 -0.775  0.583
6 Cl 2.199 -1.618 0.848  -0.167
7 H -2.824 -0.427 -0.374  0.306
8 H -1.742 -0.909 1.075  0.292
9 H -2.048 0.870 0.598  0.324

HOMO-LUMO gap (alpha / beta) ... 9.7 / 6.7 eV
M ... 123.5 g mol⁻¹


#2
Density functional theory data (the ωB97M-V functional and the def2-TZVPD basis) for C2H3ClNOP in the gas phase.

Each line ends with the Mulliken charge.
Element x y z (Å)
1 C -0.878 1.489 -0.654  0.180
2 C -0.121 -1.200 0.298  -0.831
3 N -1.813 2.118 -0.809  -0.271
4 O 1.610 0.345 -1.307  -0.575
5 P 0.534 0.393 -0.296  0.799
6 Cl 1.213 1.319 1.417  -0.228
7 H -0.803 -1.040 1.250  0.303
8 H -0.628 -1.671 -0.455  0.344
9 H 0.887 -1.753 0.556  0.280

HOMO-LUMO gap ... 11.9 eV
M ... 123.5 g mol⁻¹
Structure (SMILES) ... C[P@](=O)(Cl)C#N


Least stable: #1


#1
Density functional theory data (the ωB97M-V functional and the def2-TZVPD basis) for 2 unconnected molecules or ions with the total composition C3HCl3O.

Each line ends with the Mulliken charge.
Element x y z (Å)
1 C -1.245 1.257 -0.006  0.577
2 C 0.413 -0.563 0.033  0.129
3 C -0.894 -0.033 0.031  0.008
4 O -1.700 2.316 -0.024  -0.161
5 Cl 0.693 -2.191 0.165  0.043
6 Cl -2.410 -0.936 0.041  -0.099
7 Cl 4.019 -0.035 -0.063  -0.797
8 H 1.123 0.184 -0.177  0.301

HOMO-LUMO gap (alpha / beta) ... 3.6 / 3.6 eV
M ... 159.4 g mol⁻¹


#2
Density functional theory data (the ωB97M-V functional and the def2-TZVPD basis) for a molecular structure, C3HCl3O.

Each line ends with the Mulliken charge.
Element x y z (Å)
1 C 1.825 0.395 -0.045  0.588
2 C 0.964 -0.502 0.372  -0.437
3 C -2.154 2.378 0.337  0.018
4 O 2.434 1.143 -0.685  -0.329
5 Cl -0.015 0.262 1.570  -0.177
6 Cl -2.092 1.041 -0.718  -0.016
7 Cl -0.616 3.069 0.360  -0.008
8 H 1.028 -1.551 0.173  0.362

HOMO-LUMO gap ... 8.2 eV
M ... 159.4 g mol⁻¹


Least stable: #2


#1
Density functional theory data (the ωB97M-V functional and the def2-TZVPD basis) for C9H11NO2 in the gas phase.

Each line ends with the Mulliken charge.
Element x y z (Å)
1 C 0.819 0.808 -0.819  0.419
2 C 1.949 1.821 -0.983  0.406
3 C 0.577 0.428 0.652  -1.140
4 C -0.600 -0.500 0.802  0.411
5 C -0.440 -1.880 0.662  -0.284
6 C -1.876 -0.006 1.041  -0.216
7 C -1.529 -2.745 0.753  -0.647
8 C -2.982 -0.859 1.136  -0.565
9 C -2.799 -2.233 0.997  -0.326
10 H 1.622 -0.071 -2.487  0.265
11 H 0.300 -0.870 -1.851  0.275
12 H -0.089 1.320 -1.163  0.191
13 H 1.480 -0.068 1.033  0.389
14 H 0.439 1.352 1.256  0.390
15 H 0.545 -2.283 0.471  0.378
16 H -2.015 1.098 1.144  0.294
17 H -1.409 -3.800 0.650  0.411
18 H -3.956 -0.429 1.328  0.378
19 H -3.692 -2.889 1.072  0.315
20 H 2.591 3.412 -0.293  0.342
21 N 1.160 -0.360 -1.611  -0.681
22 O 2.781 1.790 -1.851  -0.583
23 O 1.887 2.803 -0.065  -0.422

HOMO-LUMO gap ... 9.9 eV
M ... 165.2 g mol⁻¹
Structure (SMILES) ... N[C@@H](Cc1ccccc1)C(=O)O


#2
Density functional theory data (the ωB97M-V functional and the def2-TZVPD basis) for C9H11NO2 in the gas phase.

Each line ends with the Mulliken charge.
Element x y z (Å)
1 C -0.815 -1.243 2.208  -0.059
2 C -0.557 -1.054 1.023  -1.043
3 C 2.927 1.400 -0.116  -0.314
4 C 3.433 0.165 0.207  -0.244
5 C 1.390 -0.039 -0.326  0.373
6 C -2.837 1.163 0.248  -1.392
7 C -0.101 -1.997 -1.324  -1.639
8 C -1.380 1.161 -0.174  -0.359
9 C -0.256 -0.780 -0.330  1.328
10 N 1.635 1.245 -0.405  -0.469
11 O 2.456 -0.743 0.061  -0.340
12 O -1.027 0.084 -0.957  -0.394
13 H -1.211 -1.537 3.070  0.619
14 H 3.521 2.321 -0.089  0.345
15 H 4.384 -0.194 0.381  0.437
16 H -2.924 1.785 1.091  0.369
17 H -3.463 1.489 -0.579  0.362
18 H -3.065 0.164 0.585  0.345
19 H -0.949 -2.552 -1.258  0.486
20 H 0.862 -2.519 -1.105  0.311
21 H -0.053 -1.467 -2.225  0.429
22 H -0.769 1.077 0.723  0.413
23 H -1.202 2.071 -0.711  0.436

HOMO-LUMO gap ... 9.9 eV
M ... 165.2 g mol⁻¹
Structure (SMILES) ... C#C[C@@](C)(OCC)c1ncco1


Least stable: #2


#1
Density functional theory data (the ωB97M-V functional and the def2-TZVPD basis) for 2 unconnected molecules or ions with the total composition C6H8O2S.

Each line ends with the Mulliken charge.
Element x y z (Å)
1 C -3.228 -0.133 0.100  -0.653
2 C -2.089 0.072 0.912  -0.336
3 C -2.850 -0.948 -0.969  -0.065
4 C -1.211 -0.895 0.491  0.826
5 C 0.032 -1.111 1.155  -1.252
6 C 2.392 0.518 -0.827  -0.612
7 O 3.842 -1.506 0.121  -0.462
8 O -1.669 -1.557 -0.599  -0.354
9 S 3.029 -0.353 0.685  0.326
10 H -3.929 0.668 -0.096  0.312
11 H -2.038 0.574 1.866  0.388
12 H -3.310 -1.406 -1.855  0.369
13 H 0.062 -0.780 2.186  0.190
14 H 0.956 -1.693 0.831  0.574
15 H 1.290 0.551 -0.985  0.190
16 H 2.863 1.468 -0.889  0.310
17 H 2.852 -0.197 -1.600  0.249

HOMO-LUMO gap (alpha / beta) ... 8.2 / 6.7 eV
M ... 144.2 g mol⁻¹


#2
Density functional theory data (the ωB97M-V functional and the def2-TZVPD basis) for C6H8O2S in the gas phase.

Each line ends with the Mulliken charge.
Element x y z (Å)
1 C -0.739 2.898 0.310  0.389
2 C -0.549 1.789 -0.080  -1.022
3 C -0.499 0.537 -0.772  -0.191
4 C 0.133 -0.628 -0.071  1.500
5 C 0.959 -1.620 -0.930  -1.251
6 C 0.928 -0.163 1.144  -1.642
7 O -2.107 0.125 -1.028  -0.425
8 O -0.969 -1.460 0.482  -0.347
9 S -2.341 -0.594 0.520  0.111
10 H -1.035 3.929 0.409  0.459
11 H -0.358 0.666 -1.799  0.337
12 H 0.319 -2.108 -1.771  0.339
13 H 1.077 -2.412 -0.183  0.337
14 H 1.945 -1.026 -1.068  0.333
15 H 1.101 -0.807 2.055  0.316
16 H 0.275 0.556 1.671  0.300
17 H 1.859 0.319 1.112  0.456

HOMO-LUMO gap ... 8.8 eV
M ... 144.2 g mol⁻¹
Structure (SMILES) ... C#C[C@@H]1OSOC1(C)C


Least stable: #2


#1
Density functional theory data (the ωB97M-V functional and the def2-TZVPD basis) for a gas-phase ion, C3H6NOS (charge +1).

Each line ends with the Mulliken charge.
Element x y z (Å)
1 C -0.045 -0.755 0.064  -0.236
2 C 1.291 -0.552 0.574  -0.030
3 C -1.210 0.342 -0.014  0.152
4 N -0.566 -0.211 -1.127  -0.347
5 O -0.861 1.630 0.212  -0.463
6 S 2.537 0.346 -0.054  0.078
7 H -0.505 -1.695 0.531  0.317
8 H 1.574 -0.951 1.644  0.312
9 H -2.278 0.201 0.154  0.417
10 H 1.884 0.356 -1.153  0.211
11 H -0.793 -0.754 -1.907  0.230
12 H -1.028 2.043 1.076  0.359

HOMO-LUMO gap (alpha / beta) ... 8.6 / 8.6 eV
M ... 104.2 g mol⁻¹
Total charge ... +1


#2
Density functional theory data (the ωB97M-V functional and the def2-TZVPD basis) for 2 unconnected molecules or ions with the total composition C3H6NOS.

Each line ends with the Mulliken charge.
Element x y z (Å)
1 C 3.857 -0.345 0.240  0.745
2 C -0.693 1.306 0.356  -0.684
3 C -0.011 0.480 -0.428  -0.023
4 N 0.163 -0.989 -0.204  -0.202
5 O 2.990 -1.117 0.332  -0.605
6 S 5.074 0.525 -0.064  -0.241
7 H -0.899 2.398 0.038  0.227
8 H -1.081 1.088 1.251  0.314
9 H 0.553 0.653 -1.278  0.431
10 H 1.134 -1.167 -0.010  0.255
11 H -0.122 -1.604 -0.957  0.395
12 H -0.187 -1.256 0.713  0.386

HOMO-LUMO gap ... 10.8 eV
M ... 104.2 g mol⁻¹
Total charge ... +1


Least stable: #1